(1)
DFT (ωB97M-V/def2-TZVPD) results for a 2-piece molecular cluster, C2H4S3 overall at a distorted geometry.

The calculation puts the total energy at -1273.02422 a.u. As for the max |F|: 3.02 eV Å⁻¹. For the gap between HOMO and LUMO (alpha / beta), the calculation gives 5.2 / 7.8 eV. The calculation puts the energy above the lowest of the compared OMol25 structures with the same formula, charge and spin at 80.1 kcal per mole.

Geometry (Å):
C1 0.27 -1.92 -1.05
C2 0.15 -0.10 1.02
S1 0.36 -3.42 -1.40
S2 0.41 -0.54 -3.86
S3 0.10 -0.26 -0.82
H1 0.02 0.94 1.28
H2 0.81 -0.66 1.57
H3 -0.67 -0.61 1.44
H4 -0.92 -0.98 -4.13


(2)
DFT (ωB97M-V/def2-TZVPD) results for a 2-piece molecular cluster, C2H4S3 overall at a distorted geometry.

The calculation puts the total energy at -1273.01308 a.u. As for the max |F|: 2.71 eV Å⁻¹. For the gap between HOMO and LUMO (alpha / beta), the calculation gives 8.4 / 5.7 eV. The calculation puts the energy above the lowest of the compared OMol25 structures with the same formula, charge and spin at 87.1 kcal per mole.

Geometry (Å):
C1 1.11 -0.22 0.42
C2 0.19 0.50 -0.34
S1 0.95 1.55 0.84
S2 -0.14 0.72 -1.98
S3 -2.57 -0.49 0.46
H1 0.67 -0.77 1.19
H2 2.05 -0.73 0.09
H3 -0.52 -0.65 -1.97
H4 -1.74 0.09 1.28


(3)
DFT (ωB97M-V/def2-TZVPD) results for C2H4S3 in the gas phase at a distorted geometry.

The calculation puts the total energy at -1273.10418 a.u. As for the max |F|: 3.76 eV Å⁻¹. For the gap between HOMO and LUMO, the calculation gives 8.3 eV. The calculation puts the energy above the lowest of the compared OMol25 structures with the same formula, charge and spin at 29.9 kcal per mole. The SMILES is S=C(S)CS.

Geometry (Å):
C1 0.52 -0.56 0.57
C2 -0.74 -0.04 -0.12
H1 2.18 0.96 -0.48
H2 0.51 -0.11 1.69
H3 0.52 -1.78 0.70
H4 -2.03 1.42 -0.98
S1 1.78 -0.36 -0.64
S2 -0.84 1.65 -0.27
S3 -1.91 -1.18 -0.48


(4)
DFT (ωB97M-V/def2-TZVPD) results for C2H5B in the gas phase at a distorted geometry.

The calculation puts the total energy at -103.94569 a.u. As for the max |F|: 4.22 eV Å⁻¹. For the gap between HOMO and LUMO, the calculation gives 10.4 eV. The calculation puts the energy above the lowest of the compared OMol25 structures with the same formula, charge and spin at 29.3 kcal per mole. The SMILES is B1CC1.

Geometry (Å):
B1 1.04 -0.33 0.37
C1 0.16 0.59 -0.48
C2 -0.48 -0.48 0.46
H1 2.07 -0.92 0.66
H2 -0.24 1.65 -0.41
H3 0.01 0.38 -1.76
H4 -1.16 -1.21 0.00
H5 -1.02 0.05 1.28


(5)
DFT (ωB97M-V/def2-TZVPD) results for a 2-piece molecular cluster, C2H5B overall at a distorted geometry.

The calculation puts the total energy at -103.79429 a.u. As for the max |F|: 4.33 eV Å⁻¹. For the gap between HOMO and LUMO (alpha / beta), the calculation gives 6.6 / 9.8 eV. The calculation puts the energy above the lowest of the compared OMol25 structures with the same formula, charge and spin at 57.3 kcal per mole. Its multiplicity is 3. As for the expectation value of S²: 2.0101.

Geometry (Å):
B1 -1.23 0.24 -0.20
C1 1.31 0.07 -0.21
C2 0.17 0.54 0.35
H1 -1.79 0.27 -1.23
H2 -2.01 -1.97 0.96
H3 2.22 0.37 0.22
H4 1.16 -0.66 -1.05
H5 0.17 1.14 1.16


(6)
DFT (ωB97M-V/def2-TZVPD) results for C2H5BS2 in the gas phase at a distorted geometry.

The calculation puts the total energy at -900.28194 a.u. As for the max |F|: 3.21 eV Å⁻¹. For the gap between HOMO and LUMO (alpha / beta), the calculation gives 8.6 / 5.5 eV. The calculation puts the energy above the lowest of the compared OMol25 structures with the same formula, charge and spin at 104.8 kcal per mole.

Geometry (Å):
B1 -1.64 -1.98 -0.08
C1 0.91 0.26 0.51
C2 -0.24 0.58 -0.43
S1 2.10 -0.99 -0.02
S2 -1.80 -0.36 0.21
H1 -2.07 -3.03 0.20
H2 1.59 1.06 0.94
H3 0.40 0.01 1.54
H4 -0.40 1.70 -0.65
H5 -0.11 0.06 -1.29


(7)
DFT (ωB97M-V/def2-TZVPD) results for C2H5Br5Si2 in the gas phase at a distorted geometry.

The calculation puts the total energy at -13528.49197 a.u. As for the max |F|: 4.15 eV Å⁻¹. For the gap between HOMO and LUMO, the calculation gives 9.8 eV. The calculation puts the energy above the lowest of the compared OMol25 structures with the same formula, charge and spin at 0.0 kcal per mole. The SMILES is CC[Si](Br)(Br)[Si](Br)(Br)Br.

Geometry (Å):
C1 0.44 -0.86 -0.53
C2 -0.65 0.14 -0.33
Si1 -2.32 -0.82 -0.04
Si2 -4.27 0.47 -0.03
Br1 -2.66 -2.52 -1.58
Br2 -2.05 -1.73 1.97
Br3 -5.85 -0.93 -0.47
Br4 -4.50 2.11 -1.60
Br5 -4.75 1.49 1.87
H1 0.39 -1.53 0.33
H2 0.37 -1.55 -1.37
H3 1.53 -0.42 -0.40
H4 -1.05 0.77 -1.31
H5 -0.48 0.78 0.55


(8)
DFT (ωB97M-V/def2-TZVPD) results for an isolated ion of composition C2H5BrN and charge +1 at a distorted geometry.

The calculation puts the total energy at -2707.63263 a.u. As for the max |F|: 4.71 eV Å⁻¹. For the gap between HOMO and LUMO, the calculation gives 11.7 eV. The charge is +1. The calculation puts the energy above the lowest of the compared OMol25 structures with the same formula, charge and spin at 9.1 kcal per mole. The SMILES is Br[C@@H]1C[NH2+]1.

Geometry (Å):
C1 -0.26 0.32 -0.82
C2 -0.58 -0.25 0.52
N1 0.83 0.17 0.17
Br1 -1.00 -2.03 0.94
H1 -0.18 -0.42 -1.56
H2 -0.42 1.35 -0.96
H3 -1.31 0.45 1.33
H4 1.50 -0.54 -0.07
H5 1.41 0.95 0.45


(9)
DFT (ωB97M-V/def2-TZVPD) results for a 3-piece molecular cluster, C2H5BrN2O2 overall at a distorted geometry.

The calculation puts the total energy at -2913.17244 a.u. As for the max |F|: 3.75 eV Å⁻¹. For the gap between HOMO and LUMO, the calculation gives 8.7 eV. The calculation puts the energy above the lowest of the compared OMol25 structures with the same formula, charge and spin at 52.0 kcal per mole.

Geometry (Å):
C1 -1.36 2.44 -0.09
C2 -1.20 -0.36 1.45
N1 0.03 -0.43 1.10
N2 1.46 -1.18 -1.42
O1 -0.26 2.63 0.12
O2 -2.45 2.33 -0.39
Br1 -1.73 -0.82 3.19
H1 0.15 -0.10 0.11
H2 0.93 -0.54 1.47
H3 1.22 -2.20 -1.54
H4 0.83 -0.74 -2.10
H5 2.38 -1.02 -1.89


(10)
DFT (ωB97M-V/def2-TZVPD) results for C2H5BrO as an isolated structure at a distorted geometry.

The calculation puts the total energy at -2728.37077 a.u. As for the max |F|: 6.79 eV Å⁻¹. For the gap between HOMO and LUMO, the calculation gives 10.0 eV. The calculation puts the energy above the lowest of the compared OMol25 structures with the same formula, charge and spin at 47.3 kcal per mole.

Geometry (Å):
C1 -0.03 0.39 -0.76
C2 -0.30 -0.03 1.22
O1 1.24 0.35 -1.29
Br1 -0.13 -1.87 1.31
H1 -0.36 1.42 -0.84
H2 -0.70 -0.25 -1.38
H3 -1.37 0.19 1.32
H4 0.31 0.40 1.90
H5 1.33 -0.58 -1.47


(11)
DFT (ωB97M-V/def2-TZVPD) results for a 2-piece molecular cluster, C2H5BrO overall at a distorted geometry.

The calculation puts the total energy at -2728.36454 a.u. As for the max |F|: 5.36 eV Å⁻¹. For the gap between HOMO and LUMO, the calculation gives 10.1 eV. The calculation puts the energy above the lowest of the compared OMol25 structures with the same formula, charge and spin at 51.2 kcal per mole.

Geometry (Å):
C1 -0.75 -0.75 -0.16
C2 0.21 0.27 0.23
O1 0.11 1.33 -0.59
Br1 2.12 -0.37 0.18
H1 -1.44 -0.20 -0.77
H2 -0.23 -1.49 -0.80
H3 -1.26 -1.19 0.72
H4 0.23 0.54 1.85
H5 1.00 1.85 -0.65


(12)
DFT (ωB97M-V/def2-TZVPD) results for a 2-piece molecular cluster, C2H5BrO2S overall at a distorted geometry.

The calculation puts the total energy at -3201.83422 a.u. As for the max |F|: 3.85 eV Å⁻¹. For the gap between HOMO and LUMO, the calculation gives 8.7 eV. The calculation puts the energy above the lowest of the compared OMol25 structures with the same formula, charge and spin at 13.9 kcal per mole. The SMILES is C=C(O)O.SBr.

Geometry (Å):
C1 1.12 0.51 -0.21
C2 0.34 1.37 -0.76
O1 -0.64 2.03 -0.10
O2 0.41 1.90 -2.02
S1 -1.06 -2.65 1.95
Br1 -0.88 -4.75 1.62
H1 0.83 0.06 0.70
H2 1.93 0.31 -0.89
H3 -1.96 -2.85 2.85
H4 -1.30 2.49 -0.60
H5 1.20 1.57 -2.53


(13)
DFT (ωB97M-V/def2-TZVPD) results for C2H5BrS in the gas phase at a distorted geometry.

The calculation puts the total energy at -3051.35976 a.u. As for the max |F|: 3.42 eV Å⁻¹. For the gap between HOMO and LUMO, the calculation gives 9.6 eV. The calculation puts the energy above the lowest of the compared OMol25 structures with the same formula, charge and spin at 15.7 kcal per mole. The SMILES is C[C@H](S)Br.

Geometry (Å):
C1 0.71 0.83 -0.13
C2 -0.37 -0.07 0.47
S1 0.11 -2.07 -0.09
Br1 -2.35 0.32 0.11
H1 1.59 0.61 0.42
H2 0.91 0.68 -1.26
H3 0.38 1.85 0.13
H4 -0.38 -0.23 1.51
H5 -0.59 -1.91 -1.16


(14)
DFT (ωB97M-V/def2-TZVPD) results for C2H5CaO2 as an isolated structure at a distorted geometry.

The calculation puts the total energy at -907.17880 a.u. As for the max |F|: 1.34 eV Å⁻¹. For the gap between HOMO and LUMO (alpha / beta), the calculation gives 6.9 / 6.9 eV. Its multiplicity is 2. As for the expectation value of S²: 0.7504.

Geometry (Å):
C1 -0.39 -0.33 0.21
C2 -0.47 1.13 -0.25
O1 0.71 1.83 0.02
Ca1 2.22 0.55 -0.05
H1 -0.46 -0.37 1.32
H2 -1.25 -0.90 -0.18
H3 -1.34 1.60 0.25
H4 -0.69 1.14 -1.34
O2 0.82 -0.94 -0.22
H5 0.86 -3.71 0.25


(15)
DFT (ωB97M-V/def2-TZVPD) results for C2H5Cl2NOS in the gas phase at a distorted geometry.

The calculation puts the total energy at -1527.58744 a.u. As for the max |F|: 3.06 eV Å⁻¹. For the gap between HOMO and LUMO, the calculation gives 8.9 eV. The calculation puts the energy above the lowest of the compared OMol25 structures with the same formula, charge and spin at 78.0 kcal per mole.

Geometry (Å):
C1 0.11 0.86 0.10
C2 -0.97 0.38 -0.81
N1 -0.73 -1.72 1.28
O1 2.36 -0.03 1.23
S1 1.55 -0.37 0.07
Cl1 -1.69 -1.17 0.05
Cl2 2.41 0.68 -1.55
H1 0.50 1.86 -0.16
H2 -0.24 0.80 1.21
H3 -0.71 0.39 -1.85
H4 -1.88 1.12 -0.77
H5 -0.71 -2.78 1.21


(16)
DFT (ωB97M-V/def2-TZVPD) results for C2H5Cl3NP in the gas phase at a distorted geometry.

The calculation puts the total energy at -1855.79539 a.u. As for the max |F|: 2.76 eV Å⁻¹. For the gap between HOMO and LUMO, the calculation gives 8.7 eV. The calculation puts the energy above the lowest of the compared OMol25 structures with the same formula, charge and spin at 49.7 kcal per mole. The SMILES is C=[P@H](N)C(Cl)(Cl)Cl.

Geometry (Å):
C1 1.25 0.36 -0.49
C2 -2.36 -0.01 -1.56
N1 -1.11 -0.69 0.85
P1 -0.56 0.34 -0.46
Cl1 -3.60 0.86 -0.63
Cl2 -2.25 0.82 -3.16
Cl3 -2.72 -1.72 -1.73
H1 1.75 0.97 -1.33
H2 1.59 -0.75 -0.44
H3 -0.88 -1.60 0.52
H4 -0.41 -0.50 1.58
H5 -1.05 1.60 -0.29


(17)
DFT (ωB97M-V/def2-TZVPD) results for a 2-piece molecular cluster, C2H5Cl3O overall at a distorted geometry.

The calculation puts the total energy at -1535.01475 a.u. As for the max |F|: 1.97 eV Å⁻¹. For the gap between HOMO and LUMO, the calculation gives 11.8 eV. The calculation puts the energy above the lowest of the compared OMol25 structures with the same formula, charge and spin at 0.0 kcal per mole. The SMILES is ClCC(Cl)Cl.O.

Geometry (Å):
Cl1 0.00 0.00 0.00
Cl2 -2.74 1.86 0.56
Cl3 -1.03 3.90 1.70
C1 -0.04 1.43 1.10
C2 -1.06 2.48 0.66
H1 -0.44 1.07 2.07
H2 0.95 1.89 1.29
H3 -0.86 2.95 -0.32
O1 1.81 -1.52 2.07
H4 1.37 -1.32 1.21
H5 2.54 -2.13 1.83


(18)
DFT (ωB97M-V/def2-TZVPD) results for a 2-piece molecular cluster, C2H5Cl3SSi overall at a distorted geometry.

The calculation puts the total energy at -2147.48303 a.u. As for the max |F|: 5.66 eV Å⁻¹. For the gap between HOMO and LUMO (alpha / beta), the calculation gives 7.8 / 6.1 eV. The calculation puts the energy above the lowest of the compared OMol25 structures with the same formula, charge and spin at 91.1 kcal per mole.

Geometry (Å):
C1 1.84 0.81 0.49
C2 0.76 -1.35 -0.71
Si1 -2.10 0.05 -0.15
S1 1.56 -0.96 0.70
Cl1 -3.58 -0.13 -1.48
Cl2 -2.63 -1.17 1.42
Cl3 -1.92 2.00 0.35
H1 0.78 1.25 0.63
H2 2.06 1.19 -0.46
H3 2.36 1.14 1.28
H4 0.10 -2.23 -0.69
H5 0.78 -0.59 -1.37


(19)
DFT (ωB97M-V/def2-TZVPD) results for a 2-piece molecular cluster, C2H5ClF2S2 overall at a distorted geometry.

The calculation puts the total energy at -1535.48525 a.u. As for the max |F|: 2.25 eV Å⁻¹. For the gap between HOMO and LUMO, the calculation gives 10.1 eV. The SMILES is FC(F)(Cl)CS.S.

Geometry (Å):
C1 0.51 0.43 -0.46
C2 1.18 -0.76 0.20
H1 -3.23 -0.65 1.20
H2 -3.63 -0.08 -0.55
H3 2.09 2.15 0.07
H4 0.76 0.42 -1.51
H5 -0.57 0.28 -0.39
F1 0.86 -0.92 1.47
F2 0.81 -1.85 -0.53
S1 -2.50 -0.49 0.16
S2 0.73 2.09 0.23
Cl1 3.00 -0.61 0.12


(20)
DFT (ωB97M-V/def2-TZVPD) results for C2H5ClN2 in the gas phase at a distorted geometry.

The calculation puts the total energy at -648.84296 a.u. As for the max |F|: 2.82 eV Å⁻¹. For the gap between HOMO and LUMO, the calculation gives 10.3 eV. The calculation puts the energy above the lowest of the compared OMol25 structures with the same formula, charge and spin at 38.2 kcal per mole. The SMILES is N/N=C\CCl.

Geometry (Å):
C1 -0.48 -0.58 0.59
C2 0.68 0.08 -0.16
H1 -0.73 1.34 2.95
H2 -1.27 2.07 1.66
H3 -0.68 -1.66 0.45
H4 0.43 1.17 -0.08
H5 1.62 -0.17 0.23
N1 -0.55 1.31 1.92
N2 -1.09 0.01 1.57
Cl1 0.64 -0.53 -1.90